(1)
A 2-piece molecular cluster, C18H34N2O2 overall. Source: OMol25; level of theory: ωB97M-V with the def2-TZVPD basis set.

Calculated values
F_max	0.0390	hartree/bohr
orbital gap	0.3608	Eh
energy above the lowest of the compared OMol25 structures with the same formula, charge and spin	0.0	kcal/mol

```
! wB97M-V def2-TZVPD RIJCOSX def2/J DEFGRID3
* xyz 0 1
O 4.0189 -3.6909 -2.3228
O 1.1616 -4.6474 -1.1866
C 4.4692 -3.0609 -1.3804
C 1.8132 -4.1837 -0.2614
N 2.1596 -4.9977 0.7415
N 3.7310 -2.5695 -0.3826
C 5.9528 -2.7876 -1.3022
C 2.9096 -4.6646 1.9531
C -2.4171 2.4132 2.5979
C -2.6600 0.6704 -0.1028
C -0.7045 2.1611 -0.1372
C -0.0020 -1.7280 -0.8902
C 2.0053 -0.3335 -1.1273
C -4.4513 2.9993 -0.5594
C -2.4920 4.5058 -0.5796
C -4.3480 2.8950 0.9719
C -2.3851 4.3919 0.9508
C -2.9733 3.0976 -0.9821
C -2.8214 2.9324 1.2130
C -2.2492 2.1632 0.0017
C 1.4990 -1.7849 -1.2092
C 2.2659 -2.7072 -0.2289
H 1.8582 -5.9524 0.6171
H 4.2208 -2.0496 0.3251
H 6.1205 -1.7147 -1.2355
H 6.4278 -3.1727 -2.2041
H 6.3671 -3.2894 -0.4305
H 2.4040 -3.8707 2.5056
H 2.9782 -5.5460 2.5926
H 3.9200 -4.3446 1.6937
H -2.7392 1.3755 2.7281
H -2.8834 3.0215 3.3795
H -1.3311 2.4593 2.7238
H -2.4118 0.2877 -1.0970
H -3.7262 0.5006 0.0558
H -2.1238 0.0746 0.6420
H -0.2552 1.5164 0.6240
H -0.4244 1.7768 -1.1224
H -0.2580 3.1508 -0.0308
H -0.1577 -1.3656 0.1255
H -0.4527 -2.7143 -0.9934
H -0.4981 -1.0619 -1.5954
H 3.0455 -0.2770 -1.4458
H 1.9113 0.0456 -0.1100
H 1.4224 0.2944 -1.8010
H -4.9315 2.1142 -0.9878
H -5.0280 3.8773 -0.8685
H -1.5230 4.7418 -1.0302
H -3.2004 5.2848 -0.8804
H -4.7943 1.9655 1.3374
H -4.8612 3.7263 1.4657
H -1.3618 4.5769 1.2910
H -3.0383 5.1127 1.4530
H -2.8081 2.8684 -2.0399
H 1.6320 -2.1380 -2.2317
H 2.0179 -2.3478 0.7674
*
```

***

(2)
C18H35BBaF3N2O18P2 as an isolated structure. Source: OMol25; level of theory: ωB97M-V with the def2-TZVPD basis set.

Calculated values
F_max	0.1587	hartree/bohr
orbital gap	0.1763	Eh

```
! wB97M-V def2-TZVPD RIJCOSX def2/J DEFGRID3
* xyz -1 1
Ba -15.0051 29.4859 -18.8258
B -13.3049 31.6292 -18.4108
H -12.7520 30.7986 -18.8212
H -12.6852 32.5112 -18.3633
H -14.1374 31.8228 -19.0695
H -13.7509 31.3422 -17.4711
C -17.8837 33.4639 -19.0528
C -18.2858 34.0945 -20.1818
C -18.0841 33.5119 -21.5981
O -18.5579 34.1168 -22.6092
C -17.4871 32.3570 -21.8328
C -17.0531 31.5020 -20.6922
C -17.2916 32.1022 -19.1952
O -16.9456 31.3775 -18.2542
O -16.5397 30.3652 -20.7599
O -18.7312 35.3026 -19.9993
H -18.0239 33.9760 -18.1124
H -17.5086 31.9256 -22.8227
C -14.7495 34.6690 -20.8007
N -14.9367 35.9913 -21.5237
O -15.9878 36.4979 -21.5679
O -13.8989 36.4180 -22.0361
H -13.6844 34.4467 -20.8655
H -15.2630 33.8721 -21.3387
H -15.0468 34.4961 -19.7663
C -10.1353 32.8270 -18.2829
N -8.9003 33.6279 -18.6367
O -8.3727 33.4832 -19.7431
O -8.5912 34.4532 -17.8015
H -9.8808 31.9410 -17.7013
H -10.6295 32.4649 -19.1844
H -10.8643 33.3057 -17.6290
C -10.4121 28.4131 -23.6232
O -11.5561 28.1409 -22.7758
P -12.3110 29.3601 -22.0181
O -13.2477 28.9739 -20.9333
O -11.1157 30.3198 -21.5894
C -10.0671 29.9915 -20.7041
O -13.0477 30.2089 -23.1752
C -13.9893 31.2561 -22.8598
H -10.0971 29.4499 -23.7411
H -10.6899 28.1182 -24.6351
H -9.5993 27.7766 -23.2734
H -9.9911 28.9232 -20.5018
H -10.1313 30.4060 -19.6981
H -9.1488 30.3993 -21.1267
H -14.9519 30.9962 -23.3001
H -13.5980 32.1334 -23.3749
H -14.0307 31.3683 -21.7764
C -11.4883 25.9192 -19.5235
O -11.0526 27.1572 -18.9787
P -11.6601 27.7299 -17.5885
O -13.0718 28.2064 -17.6440
O -11.4106 26.4619 -16.6148
C -10.1175 25.8870 -16.3706
O -10.6381 28.9005 -17.0624
C -10.9819 29.6548 -15.9455
H -12.2736 25.4286 -18.9485
H -10.7040 25.1813 -19.6924
H -11.9918 26.1982 -20.4491
H -9.9553 25.7463 -15.3019
H -9.3459 26.5208 -16.8077
H -9.9529 24.9873 -16.9634
H -11.6542 29.1428 -15.2570
H -11.2394 30.6138 -16.3952
H -10.0602 29.8311 -15.3910
C -13.7992 33.7584 -15.7278
C -15.2835 33.6901 -16.2003
O -16.0213 34.9035 -16.2058
C -16.7140 35.2485 -15.0456
O -16.6981 34.4900 -14.0759
C -17.4483 36.5314 -15.1193
F -17.3948 37.1110 -16.3360
F -18.7199 36.3955 -14.6910
F -16.7845 37.3346 -14.2641
H -13.5189 34.4852 -14.9654
H -13.1716 34.0573 -16.5674
H -13.4634 32.7550 -15.4663
H -15.8722 32.8986 -15.7366
H -15.3233 33.3704 -17.2416
*
```

***

(3)
A 2-piece molecular cluster, C18H35BF3N2O5S3 overall. Source: OMol25; level of theory: ωB97M-V with the def2-TZVPD basis set.

Calculated values
F_max	0.1514	hartree/bohr
orbital gap	0.2930	Eh

```
! wB97M-V def2-TZVPD RIJCOSX def2/J DEFGRID3
* xyz 1 1
C 1.5747 4.5273 -1.6882
C 2.1329 3.0597 -2.2666
O 3.3223 2.5681 -1.5500
C 0.9947 1.9781 -2.6407
C 0.0218 1.3322 -1.5426
C -0.7999 2.4213 -0.5695
N -1.6548 3.3920 -1.3509
C -2.8392 2.8586 -1.7734
S -4.2078 2.1462 -2.5369
C -1.6351 1.6240 0.6443
C -2.4323 2.6839 1.6069
O -3.5150 1.9201 2.2860
C -4.2425 2.7578 3.2506
F -4.9781 3.8535 2.5646
F -5.2925 1.8610 3.8637
F -3.4019 3.2147 4.3924
C -0.6499 0.5651 1.4793
C -0.4360 0.9722 3.0558
C 0.4670 -0.1586 3.8916
C -0.1439 -1.6770 3.8034
S -1.9634 -1.8044 4.2408
C 0.7884 0.2719 0.6738
S 2.0055 1.5042 1.2331
N 0.4553 0.0844 -0.7855
C 1.3125 -0.8939 -1.5553
B 2.9183 -0.8167 -1.4080
O 3.7849 -0.5408 -2.5764
O 3.6210 -1.0661 -0.1104
H 1.7003 4.5793 -0.5022
H 2.2476 5.4276 -2.0914
H 0.4835 4.7696 -2.0484
H 2.5829 3.3888 -3.3298
H 3.6573 3.2450 -0.8835
H 0.2776 2.5593 -3.4074
H 1.5201 1.1764 -3.3542
H -0.8886 0.9355 -2.2224
H -0.0456 3.1115 0.0490
H -2.4778 0.9169 0.1782
H -3.0044 3.4882 0.9346
H -1.7611 3.3078 2.3336
H -1.1832 -0.5036 1.4964
H -1.4865 0.9771 3.6233
H -0.0164 2.0788 3.2130
H 1.5827 -0.2073 3.5311
H 0.4428 0.1870 5.0156
H 0.4396 -2.3419 4.5842
H 0.1195 -2.1395 2.7354
H -2.0307 -1.2878 5.5749
H 1.1193 -0.8052 1.0712
H 3.1376 0.9042 1.8180
H -0.4561 -0.4818 -0.6989
H 1.0399 -0.8472 -2.7170
H 0.9904 -1.9994 -1.2340
H 3.5377 -1.2265 -3.2919
H 4.3746 -1.7265 -0.2577
C -0.0980 -6.1720 -3.1941
C 0.3656 -5.1876 -2.1323
C -0.1470 -5.5760 -0.7547
O -0.1046 -3.8827 -2.4606
H -1.1917 -6.1951 -3.2564
H 0.2683 -5.8730 -4.1821
H 0.2612 -7.1831 -2.9787
H 1.4603 -5.1479 -2.1200
H -1.2427 -5.5780 -0.7305
H 0.1840 -4.8519 -0.0026
H 0.2105 -6.5693 -0.4661
H -1.0758 -3.9084 -2.4739
*
```

***

(4)
A 5-piece molecular cluster, C18H35BN3O6S overall. Source: OMol25; level of theory: ωB97M-V with the def2-TZVPD basis set.

Calculated values
F_max	0.0264	hartree/bohr
orbital gap	0.2630	Eh
energy above the lowest of the compared OMol25 structures with the same formula, charge and spin	6.8	kcal/mol

```
! wB97M-V def2-TZVPD RIJCOSX def2/J DEFGRID3
* xyz 1 1
C 1.9907 0.0127 -1.0870
N 0.9827 0.8594 -1.7310
C 0.1370 1.5774 -0.7999
C -1.1871 0.9482 -0.4892
C -1.8031 0.1045 -1.3716
C -3.0429 -0.4152 -1.0105
B -3.8749 -1.3930 -1.9723
O -5.2431 -1.3573 -1.9237
O -3.2262 -2.2286 -2.7912
N -3.5455 -0.0959 0.1620
N -3.0253 0.7096 1.0793
C -1.8726 1.2275 0.7252
S -1.1745 2.4005 1.8815
H 2.9087 0.5775 -0.9911
H 1.7102 -0.2768 -0.0744
H 2.2345 -0.8714 -1.6626
H 0.4834 0.3773 -2.4580
H -0.0747 2.5666 -1.2147
H 0.7115 1.7562 0.0969
H -1.3505 -0.1660 -2.3070
H -5.6202 -2.2078 -1.6802
H -2.3603 -1.8845 -3.0598
H -4.4422 -0.4970 0.4121
H -0.5304 1.5607 2.7137
C 6.5262 1.1750 -1.7615
C 6.0043 0.9239 -0.3700
O 5.1122 0.1308 -0.1618
C 6.6431 1.7041 0.7508
H 5.9850 0.5536 -2.4712
H 6.3885 2.2238 -2.0283
H 7.5879 0.9304 -1.8119
H 6.5101 2.7739 0.5846
H 7.7093 1.4805 0.8010
H 6.1786 1.4314 1.6957
C 2.3312 -0.2911 5.1685
C 2.4051 0.4240 3.8442
O 1.6326 1.3171 3.5655
C 3.4820 -0.0153 2.8855
H 1.5185 0.1213 5.7619
H 2.1523 -1.3553 5.0084
H 3.2678 -0.1650 5.7126
H 3.3503 -1.0686 2.6329
H 4.4639 0.1195 3.3406
H 3.4346 0.5752 1.9738
C 0.3590 -4.1694 -1.6010
C 0.4202 -3.4279 -2.9097
O -0.4175 -2.6007 -3.2088
C 1.5603 -3.7543 -3.8328
H -0.5099 -3.8412 -1.0340
H 0.2788 -5.2411 -1.7843
H 1.2607 -3.9728 -1.0195
H 1.5278 -4.8099 -4.1047
H 2.5102 -3.5414 -3.3403
H 1.4843 -3.1529 -4.7353
C -7.4731 2.0050 2.3888
C -7.3966 2.6759 1.0379
O -8.1627 3.5456 0.7146
C -6.3050 2.2055 0.0985
H -8.2931 2.4334 2.9587
H -7.6476 0.9342 2.2668
H -6.5413 2.1577 2.9366
H -6.4349 1.1424 -0.1222
H -5.3259 2.3720 0.5544
H -6.3625 2.7662 -0.8314
*
```

***

Question: Which formula does entry 4 have?
Answer: C18H35BN3O6S